Record 1
The following is a DFT calculation (ωB97M-V/def2-TZVPD) of the molecule CH3BBr2 at a distorted geometry.

Structure (XYZ):
```
7
Properties=species:S:1:pos:R:3:forces:R:3:mulliken_charge:R:1
Br -0.4471 -1.7949 -0.4566 -0.33 -1.04 -0.13 -0.0323
Br -1.9492 -0.6673 2.4799 -0.06 -0.38 -0.03 -0.0520
C -0.4044 -0.5589 1.4420 1.46 0.69 -1.30 -0.4174
B -0.2026 0.1201 -0.8810 0.44 -0.43 2.11 0.2718
H 0.4608 -1.1693 1.8470 -1.22 0.56 -0.22 0.2935
H 0.9256 0.4244 -0.7527 0.02 0.25 -0.36 -0.0291
H -1.1312 0.6401 -1.3461 -0.31 0.34 -0.06 -0.0344
```
Positions in Å, forces in eV/Å.

Relative energy (zero: lowest compared OMol25 entry of this formula, charge and spin) in kcal/mol: 85.6
Calculated total energy in Ha: -5212.6468
HOMO-LUMO gap in Eh: 0.30548
Net charge: 0

---

Record 2
The following is a DFT calculation (ωB97M-V/def2-TZVPD) of a cluster of 2 separate species, CH3BCl2O2 in total at a distorted geometry.

Structure (XYZ):
```
9
Properties=species:S:1:pos:R:3:forces:R:3:mulliken_charge:R:1
Cl 1.6528 -2.3763 -2.1907 -0.33 0.04 0.81 -0.1317
Cl 3.0645 -0.2045 -3.3420 -0.59 0.41 0.63 -0.1665
O -0.6512 0.5150 -2.9378 -0.34 0.23 -0.21 -0.5244
O -0.4413 0.0139 1.0171 -1.39 -0.35 1.27 -0.6193
C 1.7248 -0.6158 -2.1497 0.56 0.66 -1.29 0.1347
B 0.3969 0.0206 -2.6435 0.28 -0.39 0.09 0.3900
H -0.5782 -0.7261 1.6550 0.52 0.55 -0.79 0.3122
H 1.9485 -0.0977 -1.2085 0.34 -0.93 0.06 0.2834
H -1.2526 0.5347 1.2280 0.94 -0.22 -0.58 0.3216
```
Positions in Å, forces in eV/Å.

Relative energy (zero: lowest compared OMol25 entry of this formula, charge and spin) in kcal/mol: 48.3
Calculated total energy in Ha: -1135.6503
HOMO-LUMO gap in Eh: 0.42732
Net charge: 0
Structure (SMILES): O=BC(Cl)Cl.O

---

Record 3
The following is a DFT calculation (ωB97M-V/def2-TZVPD) of a structure of composition CH3Br2N at a distorted geometry.

Structure (XYZ):
```
7
Properties=species:S:1:pos:R:3:forces:R:3:mulliken_charge:R:1
Br -2.1715 -0.3713 -0.0045 0.21 -0.02 0.30 -0.0161
Br 0.0088 -0.4661 2.1674 0.86 -1.27 1.63 0.0345
N -0.5507 0.3660 0.7074 0.37 1.74 -4.55 -0.3298
C 0.5751 0.1494 -0.6776 -2.94 -2.38 4.69 -0.6154
H 0.6574 -0.9680 -0.4142 0.01 1.54 -2.04 0.3582
H 1.4211 0.6257 -0.3073 1.53 1.04 0.36 0.2563
H 0.0598 0.6644 -1.4712 -0.04 -0.65 -0.40 0.3123
```
Positions in Å, forces in eV/Å.

Relative energy (zero: lowest compared OMol25 entry of this formula, charge and spin) in kcal/mol: 45.6
Calculated total energy in Ha: -5242.5596
HOMO-LUMO gap in Eh: 0.32121
Net charge: 0

---

Record 4
The following is a DFT calculation (ωB97M-V/def2-TZVPD) of a cluster of 2 separate species, CH3BrClN in total at a distorted geometry.

Structure (XYZ):
```
7
Properties=species:S:1:pos:R:3:forces:R:3:mulliken_charge:R:1
Br 1.3556 1.8417 -0.5311 -0.34 -0.11 -0.33 -0.0184
Cl -0.7066 0.3049 -2.0912 -1.48 0.53 -1.19 -0.0062
N 0.5694 0.1651 -1.0756 0.43 -1.10 4.44 -0.3013
C -0.2683 -0.5210 0.8176 2.34 0.22 -2.56 -0.4856
H 0.6409 -0.3043 1.4563 -1.25 -0.63 -0.93 0.2660
H -1.1609 0.0312 1.0784 0.02 0.28 -0.36 0.2847
H -0.4300 -1.5176 0.3456 0.29 0.82 0.92 0.2608
```
Positions in Å, forces in eV/Å.

Relative energy (zero: lowest compared OMol25 entry of this formula, charge and spin) in kcal/mol: 106.1
Calculated total energy in Ha: -3128.6942
HOMO-LUMO gap (spin up / spin down) in Eh: 0.29887 / 0.29860
Net charge: 0

---

Record 5
The following is a DFT calculation (ωB97M-V/def2-TZVPD) of a structure of composition CH3BrClN at a distorted geometry.

Structure (XYZ):
```
7
Properties=species:S:1:pos:R:3:forces:R:3:mulliken_charge:R:1
Br 2.6006 0.4166 0.0480 -2.81 0.39 0.46 -0.1099
Cl -0.6982 -1.7342 0.0498 -0.02 -0.89 1.00 -0.1705
N 0.1770 0.8408 0.5128 2.72 -0.60 -0.04 -0.4465
C -0.5566 -0.0012 -0.3189 -2.19 -0.50 -0.03 -0.1909
H -0.1854 -0.1637 -1.2753 0.73 1.10 -1.94 0.2552
H 0.3114 0.3080 1.3760 0.10 0.38 0.33 0.3456
H -1.6489 0.3337 -0.3923 1.48 0.11 0.23 0.3170
```
Positions in Å, forces in eV/Å.

Relative energy (zero: lowest compared OMol25 entry of this formula, charge and spin) in kcal/mol: 61.9
Calculated total energy in Ha: -3128.7646
HOMO-LUMO gap (spin up / spin down) in Eh: 0.28459 / 0.28442
Net charge: 0

---

Record 6
The following is a DFT calculation (ωB97M-V/def2-TZVPD) of a cluster of 2 separate species, CH3BrClPS in total at a distorted geometry.

Structure (XYZ):
```
8
Properties=species:S:1:pos:R:3:forces:R:3:mulliken_charge:R:1
Br -3.2195 -1.7677 -0.7245 1.04 0.83 0.48 -0.4307
Cl -0.6710 1.3547 -1.5583 -0.52 0.04 -1.02 -0.0682
S -0.3170 2.1911 1.5067 -0.46 -1.91 -0.70 -0.2109
P -0.4487 0.6678 0.2609 0.75 1.55 0.64 0.5081
C 0.9922 -0.4831 0.1190 -0.57 0.24 -0.52 -0.6975
H 1.6689 -0.1708 -0.7583 -1.45 -0.77 1.16 0.3275
H 0.4671 -1.4593 0.1149 0.97 0.20 -0.49 0.2649
H 1.5281 -0.3327 1.0396 0.24 -0.18 0.45 0.3069
```
Positions in Å, forces in eV/Å.

Relative energy (zero: lowest compared OMol25 entry of this formula, charge and spin) in kcal/mol: 69.8
Calculated total energy in Ha: -3813.5865
HOMO-LUMO gap in Eh: 0.17089
Net charge: 0

---

Record 7
The following is a DFT calculation (ωB97M-V/def2-TZVPD) of the molecule CH3BrN2O at a distorted geometry.

Structure (XYZ):
```
8
Properties=species:S:1:pos:R:3:forces:R:3:mulliken_charge:R:1
Br -2.4614 0.0854 -0.1299 -0.16 -0.04 -0.04 -0.0529
O 2.2008 1.5460 -0.1682 -0.41 -0.27 0.21 -0.5084
N 0.5184 0.2771 -0.3576 -4.11 -3.26 0.75 0.0833
N 1.3222 0.9134 0.4120 0.81 0.59 0.20 -0.0175
C -0.8367 -0.7319 0.3431 3.57 2.74 -1.45 -0.3147
H -0.6179 -0.6562 1.3972 -0.05 -0.10 0.07 0.3227
H -0.6866 -1.6974 -0.1164 -0.06 -0.02 0.02 0.3002
H 0.5611 0.2635 -1.3802 0.41 0.37 0.23 0.1872
```
Positions in Å, forces in eV/Å.

Relative energy (zero: lowest compared OMol25 entry of this formula, charge and spin) in kcal/mol: 24.0
Calculated total energy in Ha: -2798.5404
HOMO-LUMO gap in Eh: 0.35803
Net charge: 0
Structure (SMILES): O=NNCBr

---

Record 8
The following is a DFT calculation (ωB97M-V/def2-TZVPD) of the molecule CH3BrN2S at a distorted geometry.

Structure (XYZ):
```
8
Properties=species:S:1:pos:R:3:forces:R:3:mulliken_charge:R:1
Br -0.9196 1.6015 -1.5507 0.33 -0.33 0.23 -0.0454
S -0.0755 -2.0808 0.7753 0.07 -0.19 -0.16 -0.3610
N -1.0338 0.0944 -0.4463 -0.54 -3.01 -0.02 -0.4206
N 1.0612 0.3394 0.4901 -2.35 1.58 -0.82 -0.4412
C 0.0643 -0.5346 0.2659 -1.14 2.01 -1.35 0.4867
H 1.7959 -0.1011 1.0028 0.65 0.94 0.63 0.2525
H -1.5655 -0.6884 -0.9325 0.74 1.62 0.82 0.3132
H 0.6730 1.3696 0.3954 2.24 -2.62 0.67 0.2158
```
Positions in Å, forces in eV/Å.

Relative energy (zero: lowest compared OMol25 entry of this formula, charge and spin) in kcal/mol: 2.8
Calculated total energy in Ha: -3121.5796
HOMO-LUMO gap in Eh: 0.31901
Net charge: 0
Structure (SMILES): NC(=S)NBr

---

Record 9
The following is a DFT calculation (ωB97M-V/def2-TZVPD) of the ion CH3BrN4OP with charge +1 at a distorted geometry.

Structure (XYZ):
```
11
Properties=species:S:1:pos:R:3:forces:R:3:mulliken_charge:R:1
Br 1.5368 2.6649 0.7756 -0.36 -0.40 -0.10 -0.0250
P -0.2177 1.9828 -0.3711 -0.11 1.47 -0.69 0.3880
O -1.3867 1.8498 0.7255 0.77 -0.77 0.01 -0.4253
N 0.2184 0.1830 -0.5098 0.11 0.11 0.47 0.6407
N 1.3057 -1.5616 -1.0068 0.62 -0.02 -0.33 -0.2603
N -0.4857 -0.8427 -0.0482 0.30 -0.55 -0.09 -0.0875
N 1.2906 -0.2415 -1.0810 -0.13 -0.30 0.01 -0.3140
C 0.2227 -1.9363 -0.3715 -0.79 0.42 0.39 0.0058
H -0.0991 -2.9245 -0.1086 0.09 -0.30 -0.09 0.4349
H -1.0120 1.5552 1.5714 -0.41 0.30 0.44 0.3694
H -1.3730 -0.7292 0.4246 -0.10 0.04 -0.01 0.2733
```
Positions in Å, forces in eV/Å.

Calculated total energy in Ha: -3249.2644
HOMO-LUMO gap in Eh: 0.35863
Net charge: +1
Structure (SMILES): OP(Br)n1nnc[nH+]1

---

Record 10
The following is a DFT calculation (ωB97M-V/def2-TZVPD) of a cluster of 2 separate species, CH3BrO2 in total at a distorted geometry.

Structure (XYZ):
```
7
Properties=species:S:1:pos:R:3:forces:R:3:mulliken_charge:R:1
Br -1.6937 -0.2269 0.0365 -1.99 0.94 -0.01 -0.0190
O 0.4510 1.9558 -0.0829 0.31 -1.05 1.69 -0.2238
O 1.1580 0.8017 -0.0448 0.17 0.08 -0.65 -0.2381
C -0.2849 -1.2618 -0.2476 2.03 -1.07 0.49 -0.5113
H 0.1220 -1.6727 0.7049 -0.06 0.18 -1.35 0.2957
H -0.0406 -1.6319 -1.2609 -0.19 0.36 0.96 0.3283
H 0.2882 2.0358 0.8948 -0.27 0.56 -1.13 0.3682
```
Positions in Å, forces in eV/Å.

Relative energy (zero: lowest compared OMol25 entry of this formula, charge and spin) in kcal/mol: 137.7
Calculated total energy in Ha: -2764.1709
HOMO-LUMO gap (spin up / spin down) in Eh: 0.38937 / 0.28117
Net charge: 0